No. 1
C26H19ClF6IN2O2PSSiYb as an isolated structure. Source: OMol25; level of theory: the ωB97M-V functional and the def2-TZVPD basis.

Each line ends with the Löwdin spin population.
Cartesian coordinates (Å):
Yb (-0.565, 0.063, 0.078)  0.9955
O (-0.271, 2.110, 0.923)  0.0021
N (0.885, 2.468, 1.456)  -0.0001
C (1.305, 3.722, 1.192)  0.0000
C (2.463, 4.204, 1.740)  0.0001
C (3.200, 3.354, 2.574)  0.0000
C (2.760, 2.082, 2.807)  0.0001
C (1.573, 1.587, 2.230)  0.0001
S (0.983, 0.000, 2.433)  0.0007
H (0.642, 4.255, 0.529)  0.0000
H (2.778, 5.209, 1.510)  0.0000
H (4.122, 3.695, 3.024)  0.0000
H (3.321, 1.402, 3.430)  0.0000
Cl (3.496, -1.430, -5.859)  0.0000
C (2.859, -0.831, -4.347)  0.0000
C (3.635, -0.038, -3.556)  0.0000
C (3.153, 0.462, -2.327)  0.0000
I (4.369, 1.669, -1.169)  0.0000
C (1.885, 0.158, -1.880)  0.0002
O (1.369, 0.561, -0.775)  0.0000
C (1.073, -0.677, -2.734)  0.0002
N (-0.174, -0.934, -2.260)  0.0002
C (-0.968, -1.701, -2.970)  0.0000
C (-0.590, -2.248, -4.213)  0.0000
C (0.654, -1.987, -4.705)  0.0000
C (1.537, -1.180, -3.958)  0.0000
H (4.637, 0.214, -3.874)  0.0000
H (-1.940, -1.912, -2.558)  0.0000
H (-1.284, -2.883, -4.743)  0.0000
H (0.981, -2.401, -5.649)  0.0000
F (-2.656, 0.899, 0.597)  -0.0002
P (-3.273, 1.153, -0.944)  0.0000
F (-4.719, 0.720, -0.466)  0.0000
F (-3.711, 1.319, -2.460)  0.0000
F (-3.515, 2.681, -0.603)  0.0000
F (-1.679, 1.500, -1.352)  -0.0003
F (-2.834, -0.416, -1.194)  -0.0001
C (-0.987, -5.615, -2.758)  0.0000
C (0.180, -5.063, -2.249)  0.0000
C (0.124, -4.210, -1.161)  0.0000
C (-1.081, -3.892, -0.527)  0.0001
C (-2.235, -4.470, -1.053)  0.0000
C (-2.196, -5.312, -2.156)  0.0000
Si (-1.121, -2.645, 0.923)  0.0007
C (0.012, -3.467, 2.212)  0.0001
C (1.401, -3.382, 2.108)  0.0000
C (2.242, -4.010, 3.012)  0.0000
C (1.710, -4.732, 4.069)  0.0000
C (0.335, -4.817, 4.208)  0.0000
C (-0.495, -4.196, 3.288)  0.0000
H (-0.952, -6.276, -3.617)  0.0000
H (1.134, -5.284, -2.710)  0.0000
H (1.050, -3.779, -0.796)  0.0000
H (-3.192, -4.255, -0.594)  0.0000
H (-3.114, -5.742, -2.538)  0.0000
H (-2.502, -2.880, 1.479)  0.0003
H (1.846, -2.787, 1.319)  0.0000
H (3.315, -3.917, 2.902)  0.0000
H (2.364, -5.215, 4.786)  0.0000
H (-0.092, -5.374, 5.034)  0.0000
H (-1.568, -4.286, 3.407)  0.0000

Values from the calculation:
- charge = -1
- electronic energy (eV) = -130817.31276
- frontier orbital gap (spin up / spin down) (eV) = 6.8418 / 6.8586
- LUMO energy (spin up / spin down) (eV) = 2.12 / 2.12
- relative energy (zero: lowest compared OMol25 entry of this formula, charge and spin) (kcal/mol) = 0.0
- max |F| (eV/A) = 0.98
- multiplicity = 2
- E_HOMO (spin up / spin down) (eV) = -4.721 / -4.738
- ⟨S²⟩ = 0.7510

=====

No. 2
A 2-piece molecular cluster, C5H7NS overall. Source: OMol25; level of theory: the ωB97M-V functional and the def2-TZVPD basis.

Each line ends with the Löwdin spin population.
Cartesian coordinates (Å):
C (-1.968, -1.394, 0.442)  0.5673
C (0.513, 0.213, -0.339)  0.0185
C (-1.172, -1.717, 1.449)  0.5402
C (1.221, 2.255, 0.813)  0.0439
C (0.561, -0.275, -1.679)  0.0045
N (0.942, 1.209, 0.192)  0.0057
S (-2.784, -0.879, -0.776)  0.7048
H (-1.119, -2.790, 1.757)  0.0522
H (-0.610, -1.024, 2.150)  0.0486
H (2.188, 2.539, 1.266)  0.0027
H (0.549, 3.141, 0.852)  0.0025
H (1.193, -1.194, -1.731)  0.0001
H (0.830, 0.494, -2.438)  0.0013
H (-0.345, -0.577, -1.958)  0.0075

Values from the calculation:
- electronic energy (eV) = -17616.91084
- frontier orbital gap (spin up / spin down) (eV) = 6.9399 / 5.4957
- LUMO energy (spin up / spin down) (eV) = 0.83 / -2.10
- relative energy (zero: lowest compared OMol25 entry of this formula, charge and spin) (kcal/mol) = 48.2
- max |F| (eV/A) = 4.29
- multiplicity = 3
- E_HOMO (spin up / spin down) (eV) = -6.112 / -7.598
- ⟨S²⟩ = 2.0200